Computed, not measured: a structure of composition C15H20AsLiNO, with ωB97M-V/def2-TZVPD.

Properties
DFT total energy: -80456.88581 eV
charge: +1
energy relative to the best compared isomer or geometry (same formula, charge and spin): 0.035 eV

Atoms and positions in Å:
1 Li -0.775 -2.288 1.163
2 O -1.260 -3.798 0.077
3 C -0.184 -4.542 -0.501
4 C 1.128 -3.949 -0.052
5 C 2.327 -4.502 -0.478
6 C 3.510 -3.927 -0.055
7 C 3.465 -2.819 0.780
8 C 2.231 -2.336 1.158
9 N 1.077 -2.887 0.753
10 H -2.098 -4.148 -0.239
11 H -0.242 -4.503 -1.591
12 H -0.238 -5.588 -0.191
13 H 2.329 -5.367 -1.129
14 H 4.459 -4.338 -0.372
15 H 4.367 -2.342 1.134
16 H 2.147 -1.477 1.814
17 C -2.943 1.196 0.958
18 As -1.306 0.222 0.574
19 C -1.306 0.302 -1.372
20 C 0.072 1.565 1.002
21 C -0.136 2.898 0.348
22 C -0.902 3.882 0.970
23 C -1.117 5.105 0.353
24 C -0.567 5.364 -0.894
25 C 0.205 4.395 -1.518
26 C 0.419 3.171 -0.901
27 H -2.951 2.145 0.425
28 H -3.026 1.381 2.027
29 H -3.793 0.595 0.640
30 H -1.436 1.328 -1.713
31 H -2.123 -0.307 -1.756
32 H -0.365 -0.090 -1.757
33 H 1.019 1.118 0.695
34 H 0.088 1.656 2.089
35 H -1.322 3.692 1.951
36 H -1.709 5.861 0.852
37 H -0.731 6.320 -1.373
38 H 0.650 4.593 -2.485
39 H 1.034 2.422 -1.387

Atomic forces in eV per Å
Li 0.0 0.0 -0.1
O 0.0 0.0 0.0
C 0.1 0.0 0.0
C -0.1 0.1 0.0
C 0.0 0.0 0.0
C 0.0 0.0 0.0
C 0.0 0.0 0.0
C 0.0 -0.1 0.0
N 0.0 0.1 0.1
H 0.0 0.0 0.0
H 0.0 0.0 0.0
H 0.0 0.0 0.0
H 0.0 0.0 0.0
H 0.0 0.0 0.0
H 0.0 0.0 0.0
H 0.0 0.0 0.0
C 0.0 0.0 0.0
As 0.0 -0.1 0.0
C 0.0 0.0 0.0
C 0.0 0.0 0.0
C 0.0 0.0 0.0
C 0.0 0.0 0.0
C 0.0 0.0 0.0
C 0.0 0.0 0.0
C 0.0 0.0 0.0
C 0.0 0.0 0.0
H 0.0 0.0 0.0
H 0.0 0.0 0.0
H 0.0 0.0 0.0
H 0.0 0.0 0.0
H 0.0 0.0 0.0
H 0.0 0.0 0.0
H 0.0 0.0 0.0
H 0.0 0.0 0.0
H 0.0 0.0 0.0
H 0.0 0.0 0.0
H 0.0 0.0 0.0
H 0.0 0.0 0.0
H 0.0 0.0 0.0

Results of the Löwdin charge analysis, in e, for atoms 1 through 4: Li 0.583; O -0.140; C -0.155; C -0.261

***

Computed, not measured: a structure of composition C15H20B3Cl30O4P in a non-equilibrium geometry, with ωB97M-V/def2-TZVPD.

Properties
DFT total energy: -411063.88225 eV
charge: 0

Atoms and positions in Å:
1 C 0.577 -5.694 3.138
2 C 1.303 -5.022 2.458
3 C 2.278 -4.178 1.743
4 C 2.240 -2.724 2.280
5 C 1.159 -1.908 1.535
6 B -0.251 -1.974 2.202
7 O -0.428 -2.327 3.539
8 B -1.588 -1.681 3.992
9 O -2.778 -2.111 3.410
10 B -2.464 -2.441 2.112
11 P -3.301 -3.907 1.157
12 O -4.755 -3.701 0.874
13 O -1.444 -1.696 1.503
14 H 0.036 -6.268 3.852
15 H 3.271 -4.598 1.915
16 H 2.050 -4.207 0.679
17 H 3.202 -2.258 2.065
18 H 2.060 -2.776 3.351
19 H 1.482 -0.870 1.495
20 H 1.048 -2.274 0.513
21 H -1.505 -0.766 4.733
22 H -2.542 -4.119 -0.018
23 H -3.079 -5.067 1.937
24 C -0.766 2.223 0.648
25 Cl 0.588 1.487 -0.207
26 Cl -0.414 2.410 2.377
27 Cl -1.162 3.772 -0.087
28 H -1.625 1.573 0.548
29 C -0.606 0.646 7.517
30 Cl -2.333 0.640 7.862
31 Cl 0.105 -0.941 7.836
32 Cl -0.298 1.133 5.850
33 H -0.132 1.365 8.172
34 C 3.626 0.026 6.816
35 Cl 3.583 1.425 5.736
36 Cl 3.553 -1.495 5.927
37 Cl 5.063 0.078 7.840
38 H 2.756 0.075 7.458
39 C 2.888 -3.947 -2.558
40 Cl 1.806 -5.340 -2.528
41 Cl 2.198 -2.602 -1.647
42 Cl 4.473 -4.379 -1.915
43 H 3.018 -3.634 -3.586
44 C -1.763 7.819 -0.505
45 Cl -0.149 8.123 0.137
46 Cl -1.729 6.512 -1.691
47 Cl -2.897 7.452 0.795
48 H -2.102 8.716 -1.006
49 C -1.008 -1.662 -3.964
50 Cl -1.276 -1.729 -2.221
51 Cl -1.056 0.010 -4.532
52 Cl 0.520 -2.435 -4.404
53 H -1.808 -2.205 -4.450
54 C -1.351 3.849 -6.158
55 Cl -3.074 4.118 -6.425
56 Cl -0.385 4.825 -7.264
57 Cl -0.925 4.187 -4.480
58 H -1.142 2.805 -6.357
59 C -3.585 7.571 -7.709
60 Cl -5.206 7.127 -8.246
61 Cl -2.489 7.720 -9.083
62 Cl -3.622 9.064 -6.770
63 H -3.215 6.779 -7.071
64 C 6.843 -2.676 4.130
65 Cl 5.527 -2.663 2.952
66 Cl 7.104 -1.062 4.787
67 Cl 6.507 -3.833 5.419
68 H 7.749 -2.987 3.626
69 C -3.604 0.532 -8.496
70 Cl -4.711 -0.822 -8.719
71 Cl -4.482 2.060 -8.444
72 Cl -2.632 0.296 -7.032
73 H -2.933 0.560 -9.344

Atomic forces in eV per Å
C 0.1 0.1 0.1
C 0.2 0.0 0.0
C -0.4 0.0 0.6
C -0.2 -0.3 -1.1
C -0.3 -0.4 0.7
B 0.2 0.0 0.1
O -0.2 1.2 -0.1
B 0.1 -0.5 0.3
O 0.6 -0.1 -0.4
B 0.0 0.7 -0.1
P -1.4 -0.1 -0.3
O 0.3 0.1 0.0
O 0.1 -1.0 0.0
H -0.2 0.0 -0.2
H 0.0 -0.1 -0.1
H 0.2 0.0 -0.1
H -0.1 -0.1 0.2
H 0.2 0.3 0.1
H -0.1 0.3 -0.1
H 0.1 0.2 0.0
H -0.3 -0.4 0.2
H 0.3 0.0 0.3
H 0.4 0.1 -0.1
C 0.0 0.1 0.0
Cl 0.0 -0.1 0.1
Cl 0.0 -0.1 -0.2
Cl 0.0 0.0 0.1
H 0.0 0.0 0.0
C -0.1 0.0 -0.1
Cl 0.0 0.0 0.0
Cl 0.0 0.0 0.0
Cl 0.2 0.3 0.1
H 0.0 0.0 0.0
C 0.1 0.0 0.0
Cl 0.0 -0.1 0.0
Cl -0.1 0.1 0.0
Cl 0.0 0.0 0.0
H 0.0 0.0 0.0
C 0.0 0.0 0.1
Cl 0.0 0.0 0.0
Cl 0.3 0.0 0.0
Cl 0.0 0.0 0.0
H 0.0 0.0 0.0
C 0.0 -0.1 0.1
Cl 0.0 0.0 0.0
Cl -0.1 0.1 -0.1
Cl 0.0 0.0 0.0
H 0.0 0.0 0.0
C 0.0 0.0 0.1
Cl 0.0 0.0 0.0
Cl 0.3 0.0 0.4
Cl -0.3 0.1 -0.3
H 0.0 0.0 0.0
C 0.0 0.1 0.1
Cl 0.1 0.2 0.2
Cl 0.0 0.0 0.0
Cl 0.0 -0.1 0.0
H 0.0 0.0 0.0
C 0.0 0.0 0.0
Cl 0.0 0.0 0.0
Cl 0.0 0.0 0.0
Cl 0.0 0.0 0.0
H 0.0 0.0 0.0
C -0.1 0.0 0.1
Cl 0.2 0.0 0.0
Cl 0.0 0.0 0.0
Cl 0.0 0.0 0.0
H 0.0 0.0 0.0
C -0.1 0.0 0.0
Cl 0.0 0.0 0.0
Cl -0.1 -0.3 -0.2
Cl -0.2 0.1 -0.4
H 0.0 0.0 0.0

Results of the Löwdin charge analysis, in e, for atoms 1 through 4: C 0.114; C -0.126; C -0.194; C -0.205

***

Computed, not measured: a structure of composition C15H20BCl2F6NO27S2Y in a non-equilibrium geometry, with ωB97M-V/def2-TZVPD.

Properties
DFT total energy: -137389.07911 eV
charge: -1

Atoms and positions in Å:
1 Y -0.053 0.168 -0.062
2 Cl 2.063 2.289 2.572
3 O 1.034 1.942 1.603
4 O 3.189 1.470 2.407
5 O 2.384 3.692 2.305
6 O 1.527 2.192 3.907
7 Cl -0.598 -3.710 -0.723
8 O 0.423 -4.150 -1.626
9 O -0.402 -2.278 -0.511
10 O -1.932 -3.867 -1.227
11 O -0.374 -4.395 0.517
12 N 2.631 -3.558 1.265
13 S 3.013 -1.997 0.762
14 O 4.233 -1.434 1.221
15 O 1.924 -1.068 0.532
16 F 3.295 -2.358 -0.774
17 S 2.950 -3.434 2.775
18 O 2.371 -2.327 3.496
19 O 4.255 -3.854 3.232
20 F 2.069 -4.690 3.312
21 B 3.190 1.592 -1.391
22 F 3.129 1.979 -2.748
23 F 1.933 1.058 -0.946
24 F 4.174 0.659 -1.166
25 F 3.453 2.800 -0.697
26 C -1.348 3.851 2.752
27 C -2.583 3.323 3.486
28 O -2.640 1.994 2.954
29 C -2.145 2.081 1.711
30 O -1.949 1.132 0.995
31 O -1.614 3.264 1.501
32 H -0.373 3.631 3.195
33 H -1.392 4.941 2.709
34 H -3.419 3.926 3.126
35 H -2.489 3.412 4.564
36 C 1.401 -2.711 -4.648
37 C 2.716 -1.983 -4.421
38 O 2.352 -0.916 -3.556
39 C 1.060 -0.934 -3.300
40 O 0.477 -0.292 -2.472
41 O 0.392 -1.876 -3.993
42 H 1.186 -3.687 -4.216
43 H 1.147 -2.764 -5.708
44 H 2.979 -1.455 -5.340
45 H 3.512 -2.612 -4.033
46 C -4.926 -1.374 -2.347
47 C -3.965 -2.016 -3.387
48 O -2.690 -1.510 -3.026
49 C -2.819 -0.573 -2.091
50 O -1.919 0.132 -1.718
51 O -4.075 -0.420 -1.725
52 H -5.348 -2.169 -1.741
53 H -5.725 -0.864 -2.881
54 H -4.179 -1.829 -4.437
55 H -3.986 -3.096 -3.244
56 C 0.202 5.671 -1.510
57 C -0.287 5.234 -2.890
58 O -0.208 3.810 -2.814
59 C -0.270 3.504 -1.495
60 O -0.507 2.413 -1.074
61 O -0.216 4.573 -0.713
62 H -0.232 6.619 -1.186
63 H 1.245 5.987 -1.585
64 H 0.396 5.569 -3.669
65 H -1.306 5.550 -3.123
66 C -0.476 -2.304 5.323
67 C -1.041 -3.333 4.318
68 O -0.485 -2.765 3.128
69 C -0.429 -1.444 3.259
70 O -0.163 -0.750 2.317
71 O -0.485 -1.105 4.540
72 H 0.504 -2.642 5.648
73 H -1.142 -2.151 6.170
74 H -2.111 -3.483 4.189
75 H -0.511 -4.278 4.423

Atomic forces in eV per Å
Y 2.1 -0.2 -0.2
Cl 0.7 2.7 0.1
O -1.6 -1.1 -0.9
O 0.6 -0.8 -0.1
O -0.3 -0.9 0.3
O -0.5 -0.3 0.0
Cl 1.6 -0.5 1.1
O -0.5 0.1 -0.9
O -0.3 1.6 0.3
O -0.3 -0.4 -0.2
O -1.0 0.2 -0.2
N 0.4 3.3 -1.5
S 0.1 -0.2 -3.2
O -0.4 -0.6 0.5
O -0.5 -0.6 1.0
F 0.0 -0.5 0.7
S 0.9 -2.1 4.8
O -0.1 0.0 -0.7
O -0.7 0.5 -1.0
F -0.2 0.3 -0.6
B 1.5 1.7 -0.1
F -0.5 -0.6 -0.1
F -0.8 0.1 0.3
F -0.1 -0.2 -0.1
F -0.4 -0.6 0.1
C -0.8 1.5 1.6
C 1.1 1.2 -0.1
O -1.0 -0.2 -0.2
C 2.1 -0.4 1.5
O -1.0 -0.6 -0.4
O 0.5 0.3 -1.5
H -0.1 -0.8 -0.4
H -0.1 -0.1 -0.5
H -0.3 -0.4 0.2
H -0.1 -0.8 0.0
C -1.8 -0.3 -0.2
C -0.6 0.4 -0.9
O 0.2 0.2 0.9
C -0.9 -1.2 0.8
O 0.2 0.6 0.1
O 1.4 0.2 -0.7
H 0.9 -0.1 0.2
H 0.0 0.1 0.0
H 0.5 -0.5 0.0
H 0.0 0.3 0.3
C 0.4 -0.3 -2.1
C -0.5 -0.9 0.6
O 0.2 0.2 -0.1
C 0.8 0.0 -1.0
O -0.4 -0.3 0.9
O -1.3 0.1 1.2
H 0.3 0.5 0.8
H -0.1 0.3 0.3
H 0.0 0.4 0.1
H 0.4 0.0 -0.1
C -0.5 1.6 -1.2
C 0.6 0.5 -0.3
O -0.1 0.0 1.0
C -0.7 -0.5 -0.5
O 0.4 -0.8 0.0
O 1.1 0.7 0.3
H -0.7 -0.4 0.3
H 0.5 -1.4 0.7
H -0.1 0.0 -0.1
H 0.0 -0.2 0.1
C -1.7 -0.8 0.0
C 1.9 -0.1 0.0
O -1.2 -0.2 -0.7
C 1.8 -1.4 -0.4
O -0.9 1.3 -0.3
O 0.1 0.7 0.3
H 0.3 0.6 -0.2
H 0.2 0.1 0.1
H -0.1 0.3 0.3
H -0.4 -0.2 0.1

Results of the Löwdin charge analysis, in e, for atoms 1 through 4: Y 1.849; Cl 0.659; O -0.424; O -0.271

***

| no. | highest occupied orbital energy (eV) |
| --- | --- |
| 1 | -11.25 |
| 2 | -9.87 |
| 3 | -6.47 |